A structure of composition C41H66F3O24SV in a non-equilibrium geometry, computed with ωB97M-V/def2-TZVPD.

Each line ends with the Löwdin charge.
Cartesian coordinates (Å):
O1 1.53890 -1.66046 -4.43496  -0.138
V1 0.15350 -2.18083 -3.87196  1.308
C1 -0.78533 -0.65834 0.33133  -0.607
F1 -0.51931 0.02561 1.45748  0.147
F2 -0.74376 -1.96748 0.57824  0.130
F3 -1.93867 -0.31572 -0.25124  0.128
S1 0.62273 -0.24327 -0.91465  0.588
O2 1.90840 -0.57991 -0.28188  -0.268
O3 0.37189 -1.02845 -2.12078  -0.393
O4 0.40391 1.19649 -1.15518  -0.295
O5 -2.70859 -2.28987 6.22535  0.091
C2 -1.85614 -1.57714 5.68762  -0.500
O6 -1.57946 -1.55632 4.35401  -0.038
C3 -2.36771 -2.22263 3.42254  -0.222
C4 -3.41392 -1.25522 2.78988  -0.030
C5 -0.87260 -0.87621 6.47270  0.011
H1 -2.87045 -3.02699 3.95953  0.118
H2 -1.73371 -2.65088 2.64616  0.099
H3 -4.00785 -0.71410 3.52645  0.089
H4 -4.12798 -1.80223 2.17425  0.066
H5 -2.92307 -0.52706 2.14416  0.038
H6 -1.26911 -0.30027 7.30887  0.108
H7 -0.19210 -0.17506 5.98956  0.072
H8 -0.15792 -1.58810 6.88567  0.101
O7 0.32722 2.45049 5.33569  0.074
C6 0.38784 2.42938 4.09512  -0.488
O8 -0.64588 2.27455 3.25582  -0.039
C7 -1.97682 2.37686 3.75810  -0.193
C8 -2.85772 2.48793 2.53109  -0.067
C9 1.68135 2.33047 3.33499  0.022
H9 -2.02194 3.25599 4.40090  0.138
H10 -2.32992 1.45919 4.22853  0.114
H11 -2.71713 3.45543 2.04913  0.070
H12 -3.91601 2.40006 2.77687  0.089
H13 -2.55321 1.74871 1.79019  0.054
H14 1.61877 3.05457 2.52267  0.067
H15 1.70127 1.29215 3.00391  0.068
H16 2.61974 2.47372 3.87071  0.100
O9 2.96763 3.82412 -5.77831  0.081
C10 2.16369 3.68246 -4.83787  -0.392
O10 1.16871 4.62619 -4.48343  -0.067
C11 1.25847 5.92445 -4.97276  -0.245
C12 -0.05603 6.67487 -4.64395  -0.058
C13 2.08679 2.39163 -3.99528  0.030
H17 1.49982 6.09037 -6.02268  0.129
H18 2.03130 6.32148 -4.31459  0.126
H19 -0.81349 6.40435 -5.37959  0.068
H20 0.06622 7.75602 -4.70925  0.079
H21 -0.44460 6.51877 -3.63759  0.062
H22 3.06762 1.94210 -3.84038  0.087
H23 1.42410 1.61838 -4.38391  0.067
H24 1.68743 2.59878 -3.00246  0.051
O11 -0.77892 -0.18313 -4.40476  0.028
C14 -1.45428 0.81678 -4.42034  -0.376
O12 -1.11639 1.91344 -5.19236  0.072
C15 -2.04186 2.97426 -4.94276  -0.153
C16 -2.63613 2.63077 -3.68169  -0.162
C17 -2.67242 1.14512 -3.62712  -0.052
H25 -2.64226 3.10743 -5.84269  0.147
H26 -1.59496 3.94631 -4.73417  0.124
H27 -3.63951 3.03710 -3.55434  0.148
H28 -2.04616 3.03489 -2.85906  0.118
H29 -3.52783 0.56702 -3.97666  0.149
H30 -2.54049 0.77762 -2.60945  0.125
O13 4.40897 0.71111 2.63983  0.077
C18 4.53565 1.06705 1.45935  -0.412
O14 3.75995 2.10380 1.00767  0.019
C19 3.91450 2.27671 -0.40253  -0.156
C20 4.65250 1.05450 -0.89382  -0.149
C21 5.28398 0.42385 0.34840  -0.052
H31 4.43097 3.19916 -0.66791  0.130
H32 2.91419 2.32634 -0.83267  0.098
H33 5.39911 1.31670 -1.64344  0.120
H34 3.93835 0.36153 -1.33866  0.093
H35 6.29963 0.78071 0.51928  0.142
H36 5.16668 -0.65982 0.34985  0.111
O15 1.72616 -3.25919 -2.33791  0.003
C22 2.63506 -3.45524 -1.52767  -0.318
O16 4.02480 -3.38871 -1.82269  0.018
C23 4.82280 -3.80452 -0.73615  -0.149
C24 3.88850 -3.51574 0.43084  -0.142
C25 2.46265 -3.79901 -0.05718  -0.049
H37 5.76949 -3.26440 -0.72404  0.135
H38 5.03223 -4.86631 -0.86592  0.132
H39 4.08863 -2.51143 0.80422  0.107
H40 4.17579 -4.22581 1.20631  0.112
H41 1.64661 -3.25874 0.42270  0.107
H42 2.22747 -4.85405 0.08310  0.133
O17 -6.10278 -0.29195 -1.23286  0.101
C26 -5.81397 -1.44709 -1.54188  -0.456
O18 -6.61838 -2.30468 -2.25649  0.035
C27 -6.00791 -3.66174 -2.19263  -0.101
C28 -4.85330 -3.53008 -1.18144  -0.145
C29 -4.47780 -2.03721 -1.21454  -0.092
H43 -5.51541 -3.89645 -3.13627  0.117
H44 -6.70625 -4.45781 -1.93438  0.129
H45 -3.95651 -4.11861 -1.37505  0.087
H46 -5.20912 -3.68295 -0.16255  0.123
H47 -3.82158 -1.72499 -2.02694  0.117
H48 -4.00201 -1.74256 -0.27917  0.102
O19 0.04454 7.00217 1.98989  0.087
C30 -0.02891 6.03914 1.22362  -0.505
O20 0.15987 4.82435 1.58883  0.050
C31 -0.11416 3.86832 0.54505  -0.137
C32 -0.27431 4.65724 -0.74549  -0.130
C33 -0.45293 6.13781 -0.25988  -0.031
H49 -1.01654 3.33859 0.85033  0.098
H50 0.73330 3.18293 0.53245  0.104
H51 -1.11867 4.21456 -1.27387  0.086
H52 0.50539 4.52460 -1.49555  0.099
H53 -1.44064 6.59774 -0.29141  0.126
H54 0.31337 6.70240 -0.79103  0.117
O21 -0.93630 -3.62164 -2.36826  0.007
C34 -1.06671 -4.62631 -1.70006  -0.426
O22 -0.70562 -4.66342 -0.41149  0.054
C35 -0.97492 -5.97337 0.11274  -0.119
C36 -1.98837 -6.53867 -0.82867  -0.152
C37 -1.69318 -5.96262 -2.19554  -0.039
H55 -1.33054 -5.96743 1.14307  0.145
H56 -0.02732 -6.51187 0.12554  0.137
H57 -2.98662 -6.21517 -0.53380  0.122
H58 -1.92669 -7.62564 -0.88153  0.134
H59 -2.54544 -5.76740 -2.84641  0.128
H60 -0.91115 -6.40464 -2.81293  0.139
O23 4.45181 -4.14486 3.87531  0.090
C38 3.69368 -3.17953 3.84652  -0.437
O24 2.49756 -3.24175 3.15753  -0.016
C39 1.71717 -2.06983 3.30886  -0.146
C40 2.38749 -1.35540 4.46577  -0.146
C41 3.81811 -1.85772 4.51385  -0.060
H61 0.77687 -2.47550 3.68217  0.122
H62 1.74600 -1.41266 2.43973  0.115
H63 2.00206 -1.57626 5.46115  0.112
H64 2.28396 -0.28179 4.30844  0.098
H65 4.23348 -1.90472 5.52051  0.142
H66 4.38871 -1.23072 3.82873  0.109

2S+1: 2
electronic energy: -137395.894 eV
net charge: +1
gap between HOMO and LUMO (alpha / beta): 5.05 / 5.55 eV